Formula: C5H15N2
Source: the OMol25 dataset
Level of theory: ωB97M-V with the def2-TZVPD basis set

Calculated values
- gap between HOMO and LUMO (eV) = 9.841
- electronic energy (eV) = -8402.1947
- highest occupied orbital energy (Ha) = -0.48219
- F_max (eV Å⁻¹) = 1.0
- total charge = +1
- SMILES = C[C@@H]([NH3+])CCCN
- energy relative to the best compared isomer or geometry (same formula, charge and spin) (kJ/mol) = 46.5

Geometry (Å):
C: 1.210 0.230 2.150
C: 0.660 -0.137 0.794
N: 1.243 -1.418 0.248
C: -0.867 -0.149 0.715
C: -1.515 -0.313 -0.659
C: -1.279 0.745 -1.750
N: 0.139 1.084 -1.902
H: 0.782 -0.343 2.972
H: 2.306 0.164 2.149
H: 1.137 1.317 2.264
H: 0.974 0.609 0.081
H: 0.862 -2.244 0.707
H: 1.008 -1.413 -0.760
H: 2.260 -1.423 0.327
H: -1.214 -1.016 1.282
H: -1.187 0.747 1.246
H: -1.228 -1.272 -1.086
H: -2.590 -0.334 -0.481
H: -1.822 1.665 -1.502
H: -1.667 0.312 -2.661
H: 0.397 1.342 -2.843
H: 0.391 1.846 -1.291



Formula: C5H15N2
Source: the OMol25 dataset
Level of theory: ωB97M-V with the def2-TZVPD basis set

Calculated values
- gap between HOMO and LUMO (eV) = 10.814
- electronic energy (eV) = -8401.6941
- highest occupied orbital energy (Ha) = -0.50306
- F_max (eV Å⁻¹) = 2.3
- total charge = +1
- SMILES = CC[NH2+]CCNC
- energy relative to the best compared isomer or geometry (same formula, charge and spin) (kJ/mol) = 94.8

Geometry (Å):
C: -1.094 2.360 1.596
C: -0.528 1.939 0.267
N: -0.686 0.445 0.092
C: 0.165 -0.509 0.821
C: 1.331 -0.968 -0.083
N: 0.910 -1.003 -1.468
C: 0.286 -2.309 -1.814
H: -0.439 2.013 2.401
H: -1.096 3.426 1.760
H: -2.077 1.931 1.801
H: -1.091 2.313 -0.585
H: 0.510 2.233 0.110
H: -1.621 0.220 0.437
H: -0.649 0.197 -0.908
H: 0.657 -0.136 1.714
H: -0.385 -1.349 1.227
H: 2.140 -0.261 0.078
H: 1.790 -1.880 0.301
H: 1.692 -0.889 -2.099
H: -0.652 -2.463 -1.265
H: 0.991 -3.097 -1.589
H: -0.153 -2.212 -2.794



Formula: C5H15N2
Source: the OMol25 dataset
Level of theory: ωB97M-V with the def2-TZVPD basis set

Calculated values
- gap between HOMO and LUMO (eV) = 8.904
- electronic energy (eV) = -8401.8197
- highest occupied orbital energy (Ha) = -0.44376
- F_max (eV Å⁻¹) = 0.6
- total charge = +1
- energy relative to the best compared isomer or geometry (same formula, charge and spin) (kJ/mol) = 82.7

Geometry (Å):
C: 2.664 0.528 -0.521
C: 2.151 -0.149 0.733
N: 0.896 0.532 1.213
H: 3.552 0.000 -0.863
H: 1.927 0.472 -1.321
H: 2.921 1.566 -0.316
H: 1.873 -1.186 0.552
H: 2.866 -0.107 1.551
H: 1.044 1.534 1.334
H: 0.555 0.125 2.085
H: 0.105 0.401 0.521
C: -1.909 -1.139 1.272
C: -1.903 -0.145 0.144
C: -1.290 -0.351 -1.034
N: -1.220 0.542 -2.093
H: -1.172 -1.930 1.122
H: -1.719 -0.660 2.238
H: -2.890 -1.604 1.386
H: -2.488 0.764 0.267
H: -0.857 -1.326 -1.243
H: -0.441 0.428 -2.711
H: -1.370 1.501 -1.845



Formula: C5H15N2
Source: the OMol25 dataset
Level of theory: ωB97M-V with the def2-TZVPD basis set

Calculated values
- gap between HOMO and LUMO (eV) = 8.188
- electronic energy (eV) = -8399.2840
- highest occupied orbital energy (Ha) = -0.43913
- F_max (eV Å⁻¹) = 4.9
- total charge = +1
- SMILES = CNCCCC[NH3+]
- energy relative to the best compared isomer or geometry (same formula, charge and spin) (kJ/mol) = 327.3

Geometry (Å):
C: 0.208 -2.702 -0.225
N: 0.495 -1.320 0.470
C: 1.525 -0.315 -0.094
C: 0.791 0.742 -1.010
C: -0.889 0.624 -0.951
C: -1.321 0.854 0.509
N: -0.750 2.131 1.173
H: -0.395 -2.476 -1.155
H: -0.319 -3.477 0.557
H: 1.216 -3.155 -0.584
H: 0.429 -1.534 1.420
H: 2.171 0.132 0.696
H: 2.051 -0.969 -0.781
H: 1.148 1.791 -0.826
H: 1.117 0.488 -2.040
H: -1.072 -0.454 -1.438
H: -1.145 1.444 -1.562
H: -1.002 0.076 1.240
H: -2.469 0.758 0.519
H: -1.067 2.149 2.121
H: -1.002 3.158 0.763
H: 0.278 2.056 1.200



Formula: C5H15N2
Source: the OMol25 dataset
Level of theory: ωB97M-V with the def2-TZVPD basis set

Calculated values
- gap between HOMO and LUMO (eV) = 9.759
- electronic energy (eV) = -8401.5454
- highest occupied orbital energy (Ha) = -0.46372
- F_max (eV Å⁻¹) = 0.7
- total charge = +1
- energy relative to the best compared isomer or geometry (same formula, charge and spin) (kJ/mol) = 109.1

Geometry (Å):
C: 0.644 -2.693 0.246
C: 1.236 -1.508 0.285
N: 0.851 -0.456 1.159
C: 1.908 0.516 1.486
H: -0.175 -2.916 0.918
H: 0.922 -3.457 -0.460
H: 2.097 -1.250 -0.323
H: 0.429 -0.804 2.009
H: 1.629 1.050 2.388
H: 2.873 0.038 1.640
H: 2.017 1.246 0.687
C: -2.268 0.132 -0.695
N: -0.852 0.565 -0.839
C: -0.716 2.010 -1.199
H: -2.297 -0.950 -0.655
H: -2.661 0.550 0.229
H: -2.841 0.493 -1.542
H: -0.402 0.020 -1.570
H: -0.341 0.379 0.064
H: -1.159 2.171 -2.175
H: 0.337 2.263 -1.205
H: -1.229 2.599 -0.449



Formula: C5H15N2
Source: the OMol25 dataset
Level of theory: ωB97M-V with the def2-TZVPD basis set

Calculated values
- gap between HOMO and LUMO (eV) = 8.522
- electronic energy (eV) = -8401.7840
- highest occupied orbital energy (Ha) = -0.44680
- F_max (eV Å⁻¹) = 1.3
- total charge = +1
- SMILES = NCCCCC[NH3+]
- energy relative to the best compared isomer or geometry (same formula, charge and spin) (kJ/mol) = 86.1

Geometry (Å):
N: -1.284 -0.914 2.765
C: -1.664 0.180 1.866
C: -0.605 0.507 0.821
C: -0.379 -0.607 -0.185
C: -0.040 -0.171 -1.612
C: 1.102 0.805 -1.716
N: 2.457 0.077 -1.516
H: -1.982 -1.633 2.702
H: -1.190 -0.599 3.715
H: -1.924 1.072 2.405
H: -2.576 -0.087 1.331
H: -0.851 1.476 0.384
H: 0.325 0.716 1.354
H: -1.274 -1.234 -0.272
H: 0.367 -1.318 0.184
H: 0.055 -1.093 -2.187
H: -0.911 0.356 -1.998
H: 1.169 1.313 -2.671
H: 1.004 1.514 -0.889
H: 2.886 0.197 -0.603
H: 2.247 -0.920 -1.612
H: 3.069 0.363 -2.265